# 1
The following is a quantum chemistry calculation of a structure of composition C12H23FIInN2O4PS at a distorted geometry, from OMol25.

Last column: Löwdin charge in e.
Cartesian coordinates (Å):
O1 2.79 -1.80 3.49  -0.57
P1 2.90 -0.17 3.00  0.18
I1 0.97 0.96 4.04  0.15
In1 2.59 -0.29 0.43  0.43
F1 0.63 0.33 0.05  -0.55
C1 2.98 -2.40 -0.15  -0.32
C2 1.76 -3.14 -0.83  -0.28
C3 0.36 -2.95 -0.12  -0.27
C4 -0.10 -4.21 0.74  -0.44
S1 -1.96 -4.18 0.86  0.90
C5 -2.62 -2.52 0.73  -0.61
N1 -2.93 -1.92 -0.41  0.01
N2 -3.47 -0.67 -0.23  0.04
C6 -3.46 -0.56 1.11  -0.16
O2 -2.96 -1.63 1.76  0.02
H1 2.98 -1.91 4.43  0.01
H2 3.69 0.90 -0.30  -0.11
H3 3.81 -2.41 -0.91  0.03
H4 3.39 -2.93 0.74  0.02
H5 1.61 -2.88 -1.90  0.09
H6 1.99 -4.25 -0.82  0.09
H7 -0.40 -2.87 -0.94  0.08
H8 0.29 -2.08 0.57  0.09
H9 0.29 -4.08 1.78  0.07
H10 0.25 -5.17 0.30  0.08
H11 -3.86 0.34 1.61  0.13
C7 -0.21 4.21 1.09  -0.02
C8 0.61 5.12 1.98  -0.51
O3 1.73 4.82 2.33  0.06
C9 -0.03 6.42 2.41  -0.03
H12 0.37 3.32 0.86  0.08
H13 -1.13 3.92 1.61  0.08
H14 -0.45 4.72 0.16  0.08
H15 -0.93 6.22 2.98  0.08
H16 -0.26 7.03 1.53  0.08
H17 0.67 6.97 3.03  0.08
C10 -1.25 0.11 -2.41  -0.04
C11 -0.86 -0.55 -3.71  -0.49
O4 -0.21 -1.57 -3.74  0.06
C12 -1.31 0.12 -4.99  -0.04
H18 -0.87 -0.47 -1.58  0.04
H19 -0.83 1.11 -2.36  0.09
H20 -2.34 0.15 -2.34  0.06
H21 -0.89 1.13 -5.04  0.08
H22 -2.40 0.17 -5.02  0.08
H23 -0.96 -0.45 -5.84  0.07

HOMO-LUMO gap = 6.6 eV
LUMO level = 2.488 eV
2S+1 = 1
Charge = -1


# 2
The following is a quantum chemistry calculation of a cluster of 4 separate species, C12H23IN4O8S in total at a distorted geometry, from OMol25.

Last column: natural (NBO) charge in e.
Cartesian coordinates (Å):
N1 1.28 2.69 -3.96  -0.33
C1 1.64 3.52 -3.01  0.46
O1 2.17 3.95 -1.68  -0.18
O2 1.11 3.96 -0.92  -0.37
S1 1.15 2.64 0.21  1.64
O3 0.00 1.69 -0.28  -0.86
O4 2.67 1.86 0.19  -0.65
C2 2.78 0.89 -0.91  -0.21
C3 4.29 1.15 -1.58  0.35
O5 4.95 2.28 -1.24  -0.53
I1 5.21 -0.27 -2.98  0.16
H1 2.02 1.04 -1.79  0.26
H2 2.82 -0.24 -0.53  0.24
C4 -2.24 4.03 2.72  0.53
O6 -1.04 4.25 2.78  -0.64
N2 -2.86 2.83 3.01  -0.43
C5 -4.29 2.66 2.91  -0.41
C6 -2.05 1.71 3.42  -0.42
H3 -2.95 4.82 2.42  0.11
H4 -4.68 2.37 3.89  0.24
H5 -4.51 1.87 2.18  0.18
H6 -4.78 3.59 2.59  0.20
H7 -1.50 1.98 4.33  0.21
H8 -1.33 1.48 2.63  0.21
H9 -2.67 0.83 3.61  0.22
C7 6.07 -2.64 -6.01  0.53
O7 6.40 -1.46 -5.89  -0.63
N3 6.87 -3.72 -5.69  -0.43
C8 6.41 -5.08 -5.86  -0.40
C9 8.20 -3.49 -5.17  -0.42
H10 5.08 -2.92 -6.39  0.11
H11 6.42 -5.59 -4.89  0.20
H12 7.08 -5.60 -6.56  0.20
H13 5.39 -5.11 -6.26  0.21
H14 8.12 -2.91 -4.25  0.21
H15 8.77 -2.92 -5.90  0.22
H16 8.70 -4.44 -4.97  0.21
C10 -6.33 0.37 4.74  0.53
O8 -5.18 0.74 4.92  -0.63
N4 -6.70 -0.85 4.21  -0.43
C11 -8.09 -1.21 4.03  -0.40
C12 -5.67 -1.79 3.82  -0.42
H17 -7.19 1.01 5.00  0.11
H18 -8.30 -2.11 4.61  0.20
H19 -8.27 -1.41 2.96  0.20
H20 -8.76 -0.41 4.36  0.21
H21 -5.07 -2.03 4.70  0.22
H22 -5.03 -1.33 3.07  0.21
H23 -6.12 -2.70 3.42  0.21

HOMO-LUMO gap = 8.2 eV
LUMO level = -0.502 eV
2S+1 = 1
Charge = 0